#w
A 2-piece molecular cluster, C5H12N4 overall, computed with the ωB97M-V functional and the def2-TZVPD basis.

Values from the calculation:
- HOMO-LUMO gap (spin up / spin down) (eV) = 7.158 / 7.157
- LUMO energy (spin up / spin down) (eV) = 0.756 / 0.756

Element x y z (Å)
1 C 0.1255 1.0872 -2.1060
2 C -1.7147 0.5728 2.2098
3 H 1.7944 -1.2445 -1.1975
4 C 1.8569 -0.8808 0.7480
5 H -2.3586 1.4281 1.9717
6 N -1.2824 -0.1615 1.0563
7 N 2.4115 -1.2944 -0.4018
8 H -0.5906 1.5901 0.3125
9 H 3.3404 -0.9074 -0.6056
10 H 1.2382 -0.8232 2.9206
11 H -0.9631 -1.3625 -2.3008
12 H 0.6081 0.5351 -2.8989
13 H -0.6782 1.6756 -2.5482
14 C -0.3858 0.1554 -1.0579
15 N -0.8626 0.6250 0.0829
16 N -0.5835 -1.1876 -1.3686
17 H -1.1112 -1.6413 -0.6200
18 H -0.8532 0.9531 2.7747
19 H 0.8671 1.7728 -1.6998
20 H -2.2535 -0.1102 2.8609
21 C 1.3953 -0.7818 1.8677

#x
A single C5H12N4 molecule, computed with the ωB97M-V functional and the def2-TZVPD basis.

Values from the calculation:
- HOMO-LUMO gap (eV) = 6.192
- LUMO energy (eV) = 0.571

Element x y z (Å)
1 N -0.4517 0.7969 2.4790
2 N -0.8732 1.0066 -1.9631
3 H -2.2453 -0.4893 0.2200
4 H 1.7228 -1.1832 0.6781
5 H -0.8649 0.4537 -2.8140
6 H 0.7125 -2.6321 0.5614
7 H -0.0277 2.2743 0.2796
8 H -1.3286 -1.5075 1.3394
9 H 1.6190 -2.0942 -0.8316
10 C 1.0207 -1.7395 0.0113
11 N 0.0495 1.2582 0.2514
12 H -1.8059 0.9192 -1.5740
13 C -0.5982 0.5145 1.1748
14 H 2.1293 0.1793 -1.1215
15 C -0.1902 -0.9713 -0.4695
16 H 1.5351 1.4278 -2.0400
17 H -0.9741 0.2788 3.1646
18 C 0.1027 0.3930 -1.0523
19 C -1.2388 -0.7034 0.6072
20 H 0.3407 1.3320 2.8081
21 N 1.3663 0.4862 -1.7089

Most stable one: #x, least stable one: #w.

#w
C5H4OS as an isolated structure, computed with the ωB97M-V functional and the def2-TZVPD basis.

Values from the calculation:
- HOMO-LUMO gap (eV) = 9.771
- LUMO energy (eV) = 0.528

Element x y z (Å)
1 H -0.3811 -3.3874 -2.3251
2 C 0.4359 -0.3399 0.9741
3 H 1.5545 0.5442 -0.8955
4 C 0.5156 0.1104 -0.6020
5 S -0.4444 1.5540 -0.2423
6 C -0.0941 -0.9311 -1.4684
7 H 0.4287 1.5705 1.9393
8 C -0.3112 1.0046 1.5245
9 H -1.2569 0.6836 2.1268
10 O 0.6317 -1.3260 1.5713
11 C -0.2608 -2.1218 -2.0183

#x
A single C5H4OS molecule, computed with the ωB97M-V functional and the def2-TZVPD basis.

Values from the calculation:
- SMILES = C#C[C@H]1O[C@@H]1C=S
- HOMO-LUMO gap (eV) = 8.357
- LUMO energy (eV) = -0.795

Element x y z (Å)
1 S 3.0649 -0.7196 -0.0069
2 C -0.4495 0.3893 -0.5019
3 C 1.8917 0.5132 -0.0656
4 H -2.9086 -2.2924 0.3392
5 H 1.8397 1.5620 -0.5212
6 C -2.4331 -1.2709 0.1477
7 H -0.1537 0.3571 -1.6140
8 C 0.5973 0.4845 0.6630
9 O -0.4497 1.5746 0.1531
10 H 0.4556 -0.0066 1.6039
11 C -1.4546 -0.5913 -0.1971

#y
A single C5H4OS molecule, computed with the ωB97M-V functional and the def2-TZVPD basis.

Values from the calculation:
- SMILES = O=C=C[C@@H]1CC1=S
- HOMO-LUMO gap (eV) = 7.904
- LUMO energy (eV) = -0.411

Element x y z (Å)
1 O 0.8519 -1.5036 2.3127
2 H 1.7800 1.1314 1.0359
3 C 0.9233 0.4488 0.7766
4 C -1.2567 0.4288 -0.5933
5 H -1.9212 0.4152 0.2850
6 H -1.7719 0.8297 -1.3531
7 C -0.4222 -0.7002 -0.9262
8 C 0.7875 -0.5266 1.6588
9 S -0.1011 -2.1602 -1.5286
10 C 0.2785 0.5585 -0.5221
11 H 0.8518 1.0781 -1.1455

Most stable one: #y, least stable one: #x.